Entry from OMol25: a 2-piece molecular cluster, C3H10NO overall (ωB97M-V with the def2-TZVPD basis set).

As for the net charge: +1. The LUMO energy is -3.7 eV. The calculation puts the strongest force on any atom at 1.19 eV/A. The value obtained for the HOMO energy is -13.50 eV. The calculation puts the orbital gap at 9.8 eV. Its energy relative to the best compared isomer or geometry (same formula, charge and spin) is 0.519 eV.

Each atom is followed by the atoms it is bonded to, with distances in Å.
CARTESIAN COORDINATES (ANGSTROEM)
1 C -0.315 0.222 -1.391  C2 1.330, H5 1.078, H6 1.081
2 C 0.034 -0.707 -0.505  C1 1.330, O3 1.412, C4 1.501
3 O -0.560 -0.720 0.776  C2 1.412, H7 0.967
4 C 1.099 -1.746 -0.699  C2 1.501, H8 1.089, H9 1.087, H10 1.094
5 H 0.230 0.229 -2.320  C1 1.078
6 H -1.167 0.879 -1.293  C1 1.081
7 H -0.225 -1.522 1.199  O3 0.967
8 H 1.530 -1.562 -1.682  C4 1.089
9 H 1.895 -1.753 0.041  C4 1.087
10 H 0.600 -2.718 -0.763  C4 1.094
11 N -0.637 1.889 1.349  H12 1.024, H13 1.015, H14 1.012, H15 1.081
12 H 0.077 2.356 0.782  N11 1.024
13 H -0.422 2.008 2.334  N11 1.015
14 H -1.529 2.300 1.105  N11 1.012
15 H -0.610 0.846 1.068  N11 1.081

Computed Löwdin charges, given in elementary charges: atom 1 (C): 0.06, atom 2 (C): -0.41, atom 3 (O): -0.02, atom 4 (C): -0.02, atom 5 (H): 0.08, atom 6 (H): 0.07, atom 7 (H): 0.13, atom 8 (H): 0.09, atom 9 (H): 0.10, atom 10 (H): 0.10, atom 11 (N): 0.30, atom 12 (H): 0.15, atom 13 (H): 0.15, atom 14 (H): 0.15, atom 15 (H): 0.09